Version i
Here is C2H6N2O as an isolated structure from OMol25. Energies are from ωB97M-V with the def2-TZVPD basis set.

Last column: natural (NBO) charge in e.
Geometry (Å):
C -0.0204 -0.0140 -1.7594  -0.26
N 0.6874 -0.5687 -0.0610  -0.73
C -0.1829 0.1476 0.6473  0.74
O -1.0742 0.7219 0.0127  -0.68
N -0.1063 0.2970 2.0206  -0.83
H -1.0800 0.1467 -2.0613  0.23
H 0.5502 0.8930 -1.9338  0.20
H 0.3674 -0.9034 -2.2053  0.18
H 1.5648 -0.8868 0.3979  0.39
H 0.2747 -0.4722 2.5461  0.38
H -0.9808 0.6389 2.3962  0.40

Summary:
LUMO, eV: 0.66
HOMO level, eV: -9.3536
2S+1: 1



Version ii
Here is an isolated molecule of C2H6N2O from OMol25. Energies are from ωB97M-V with the def2-TZVPD basis set.

Last column: natural (NBO) charge in e.
Geometry (Å):
C -1.7844 -0.4914 -0.0537  -0.26
C 0.1379 0.9124 -0.1265  0.36
H -1.3482 -1.0444 0.7690  0.19
H -1.4509 -1.1075 -0.9086  0.19
H -2.8126 -0.4324 0.0013  0.19
H 0.4547 1.9944 -0.1454  0.17
H 2.4994 0.5935 0.6458  0.34
H 2.5562 -1.0328 0.0481  0.36
N 0.7808 -0.1665 -0.0309  -0.36
N 2.1814 -0.0556 -0.1698  -0.66
O -1.2143 0.8304 -0.0292  -0.50

Summary:
LUMO, eV: 1.15
Structure (SMILES): CO/C=N/N
HOMO level, eV: -8.7359
2S+1: 1



Relative calculated energies, zero for the most stable structure, unit hartree: version i 0.0037; version ii 0.0000.



Version i
Here is an isolated molecule of C9H12N4O from OMol25. Energies are from ωB97M-V with the def2-TZVPD basis set.

Last column: natural (NBO) charge in e.
Geometry (Å):
C 2.3382 1.8448 4.0177  -0.37
C -0.9313 -0.8148 -4.6831  -0.38
C 1.8998 0.5873 4.0689  -0.21
C -1.4113 -0.3910 -3.4891  -0.24
C 0.9117 -0.0118 3.1491  0.01
C -2.2108 -1.3322 -2.7102  -0.03
C 0.0647 -0.3248 1.2970  0.04
C -1.6642 -0.1984 -0.4330  0.06
C -0.2060 -0.2823 -0.1946  0.03
N 0.4307 0.8019 2.0522  -0.26
N 1.4053 -0.3173 1.7818  -0.25
N -2.5229 -1.2197 -0.0394  -0.33
N -2.2661 -1.0790 -1.3883  -0.08
O 0.4762 0.8102 -0.8201  -0.72
H 3.0390 2.1810 4.7066  0.21
H 1.8322 2.2785 3.1355  0.23
H -0.5217 -0.0721 -5.4457  0.21
H -1.0923 -1.7895 -5.0169  0.19
H 2.2814 -0.1032 4.8899  0.20
H -1.3633 0.5364 -2.9318  0.23
H 0.3380 -0.8001 3.5918  0.19
H -2.7612 -2.1499 -3.2318  0.22
H -0.6867 -0.9522 1.9142  0.18
H -1.9541 0.8681 -0.6559  0.16
H 0.1250 -1.1873 -0.6308  0.19
H 1.3191 1.0355 -0.4541  0.49

Summary:
LUMO (spin up / spin down), eV: 0.24 / 0.24
HOMO level (spin up / spin down), eV: -8.0215 / -8.0207
2S+1: 1



Version ii
Here is an isolated molecule of C9H12N4O from OMol25. Energies are from ωB97M-V with the def2-TZVPD basis set.

Last column: natural (NBO) charge in e.
Geometry (Å):
C 1.7109 -1.6188 -4.0135  -0.26
C 0.5684 -1.8524 -3.6302  -0.02
C -0.8677 -2.1410 -3.0431  -0.49
C -1.0520 -1.0892 -1.8472  0.32
N -1.4235 0.1619 -2.2463  -0.17
N -1.6126 1.0141 -1.2635  -0.18
C -1.3490 0.5120 -0.0187  0.33
C -1.5530 1.5536 1.1804  -0.44
C -0.3266 1.5801 2.1983  -0.41
C 1.1072 1.3983 1.5326  -0.44
C 1.8655 0.0437 1.9078  -0.06
O 1.6022 -0.4545 3.2249  -0.72
N -0.9573 -0.7353 0.3763  -0.20
N -0.8274 -1.6028 -0.6033  -0.18
H 2.7623 -1.2191 -4.0313  0.26
H -0.9941 -3.2049 -2.6941  0.26
H -1.6542 -1.9691 -3.8492  0.26
H -2.4452 1.1314 1.7609  0.23
H -1.8858 2.5638 0.8052  0.24
H -0.3334 2.6167 2.6785  0.22
H -0.5616 0.8568 3.0305  0.21
H 1.7635 2.2499 1.9213  0.21
H 1.1233 1.4934 0.4043  0.21
H 2.9810 0.2688 1.8654  0.18
H 1.6597 -0.7167 1.0909  0.16
H 0.6996 -0.8408 3.2630  0.47

Summary:
LUMO, eV: -1.06
Structure (SMILES): C#CCc1nnc(CCCCO)nn1
HOMO level, eV: -10.0338
2S+1: 1



Relative calculated energies, zero for the most stable structure, unit hartree: version i 0.1138; version ii 0.0000.



Version i
Here is a 2-piece molecular cluster, C2H6O overall from OMol25. Energies are from ωB97M-V with the def2-TZVPD basis set.

Last column: natural (NBO) charge in e.
Geometry (Å):
C 1.5802 -0.6433 -0.3735  -0.39
C 1.7467 0.6580 -0.5148  -0.38
H 0.5986 -1.0602 -0.2273  0.19
H 2.4319 -1.3065 -0.3796  0.20
H 0.9227 1.3702 -0.5655  0.19
H 2.6781 1.1868 -0.6977  0.19
H -1.8305 0.1127 0.3995  0.47
H -2.6981 -0.5204 1.4680  0.47
O -2.7524 0.0128 0.6731  -0.93

Summary:
LUMO, eV: 0.87
Structure (SMILES): C=C.O
HOMO level, eV: -10.4829
2S+1: 1



Version ii
Here is an isolated molecule of C2H6O from OMol25. Energies are from ωB97M-V with the def2-TZVPD basis set.

Last column: natural (NBO) charge in e.
Geometry (Å):
C 1.1468 -0.0520 0.0812  -0.21
C -1.0836 -0.0620 0.0109  -0.24
H 0.7156 0.7363 -0.8473  0.11
H 2.0269 -0.6799 -0.2981  0.20
H 1.2242 0.5264 1.0088  0.17
H -1.4554 0.0430 1.1689  0.17
H -1.8823 -0.5710 -0.3525  0.18
H -0.7496 0.8695 -0.7315  0.16
O 0.0572 -0.8103 -0.0403  -0.54

Summary:
LUMO, eV: 1.09
Structure (SMILES): COC
HOMO level, eV: -9.7199
2S+1: 1



Relative calculated energies, zero for the most stable structure, unit hartree: version i 0.0000; version ii 0.0683.



Version i
Here is an isolated molecule of C6H10N2O3 from OMol25. Energies are from ωB97M-V with the def2-TZVPD basis set.

Last column: natural (NBO) charge in e.
Geometry (Å):
C 1.7427 -1.1954 0.3005  0.79
C 0.5180 -0.6949 -0.6052  -0.16
C 0.6769 0.8491 -1.0367  -0.42
C 0.1860 1.6278 0.1016  -0.41
C -1.3164 1.2643 0.2096  -0.44
C -1.3426 -0.0436 0.9110  -0.27
H 3.5803 -1.4990 0.0286  0.51
H 0.5168 -1.3178 -1.5314  0.25
H 0.0131 1.0075 -1.9942  0.22
H 1.7145 1.0784 -1.2765  0.23
H 0.2601 2.8347 0.0950  0.23
H 0.4535 1.1071 1.2811  0.22
H -1.8948 1.0577 -0.8023  0.22
H -1.6614 2.0770 0.8644  0.23
H -2.3373 -0.4036 1.3588  0.26
H -0.6144 0.0016 1.7988  0.21
N -0.7083 -1.0289 -0.0032  -0.24
N -1.4993 -1.9650 -0.5728  0.23
O 2.6607 -1.3627 -0.5855  -0.64
O 1.7312 -1.2334 1.5887  -0.61
O -2.6792 -2.1609 -0.1300  -0.41

Summary:
LUMO, eV: 0.22
Structure (SMILES): O=NN1CCCC[C@H]1C(=O)O
HOMO level, eV: -9.2628
2S+1: 1



Version ii
Here is C6H10N2O3 as an isolated structure from OMol25. Energies are from ωB97M-V with the def2-TZVPD basis set.

Last column: natural (NBO) charge in e.
Geometry (Å):
C -1.3983 1.4685 -0.0699  0.64
C -0.5582 -1.1573 -0.4155  -0.46
C -0.1465 0.4033 1.5434  -0.09
C -1.8194 -0.3060 -0.6067  -0.17
C 0.5453 -0.4736 0.4344  -0.23
C 1.4539 0.3073 -0.4269  -0.63
N -1.8830 2.3243 -0.8611  -0.71
N -2.9999 -0.7118 0.1298  0.51
O -2.8933 -1.3601 1.1492  -0.40
O -4.0152 -0.2125 -0.2869  -0.35
O -0.6421 1.5790 0.9514  -0.50
H -0.8287 -2.1048 0.1269  0.24
H -0.2584 -1.5730 -1.4346  0.23
H -0.9495 -0.2797 1.8137  0.21
H 0.5543 0.8938 2.3969  0.22
H -2.1280 -0.2617 -1.6095  0.24
H 0.9839 -1.3664 1.0493  0.22
H 1.8357 1.1577 0.0086  0.22
H 1.0021 0.4533 -1.3344  0.21
H 2.3765 -0.2017 -0.6552  0.22
H -1.6978 3.2739 -0.6758  0.36

Summary:
LUMO, eV: 0.09
HOMO level, eV: -10.1998
2S+1: 1



Relative calculated energies, zero for the most stable structure, unit hartree: version i 0.0000; version ii 0.0187.



Version i
Here is a 2-piece molecular cluster, C5H16N2O overall from OMol25. Energies are from ωB97M-V with the def2-TZVPD basis set.

Last column: natural (NBO) charge in e.
Geometry (Å):
C 1.1527 1.4103 -1.1322  -0.63
C 1.6690 1.8465 0.2404  -0.40
C 0.7714 1.6158 1.5104  -0.41
C -0.5198 0.8249 1.3271  -0.22
N -0.2767 -0.6248 1.3252  -0.64
C -1.4263 -1.4130 0.9895  -0.04
N -1.9265 -1.1825 -0.3654  -0.86
H 1.4226 0.3818 -1.4073  0.20
H 1.7391 1.9935 -1.8431  0.22
H 0.0918 1.5209 -1.3186  0.21
H 1.8710 2.9088 0.2206  0.20
H 2.5999 1.3109 0.4437  0.20
H 1.3692 1.1911 2.3221  0.21
H 0.4484 2.5891 1.8665  0.21
H -1.0138 1.1456 0.4087  0.18
H -1.1934 1.0251 2.1595  0.19
H 0.5614 -0.8593 0.8071  0.35
H -1.2073 -2.4530 1.2140  0.16
H -2.2242 -1.1171 1.6838  0.17
H -1.1430 -1.0465 -0.9830  0.33
H -2.5556 -1.9040 -0.6895  0.37
H -0.0413 -1.3311 -2.4542  0.45
H 0.2373 -2.7637 -2.5515  0.46
O 0.5050 -1.9299 -2.9756  -0.92

Summary:
LUMO, eV: 0.71
Structure (SMILES): CCCCNCN.O
HOMO level, eV: -8.9190
2S+1: 1



Version ii
Here is a 2-piece molecular cluster, C5H16N2O overall from OMol25. Energies are from ωB97M-V with the def2-TZVPD basis set.

Last column: natural (NBO) charge in e.
Geometry (Å):
C -1.3758 -0.5202 0.0306  -0.23
N -0.2154 -1.4250 0.1865  -0.64
C 1.1160 -0.8761 -0.0108  -0.23
C 1.7839 -0.2651 1.2074  -0.43
C 1.0384 0.9321 1.7791  -0.23
N 0.9736 2.0795 0.8648  -0.86
C -2.4543 -1.0424 -0.9186  -0.63
H -0.9948 0.4208 -0.3542  0.19
H -1.8251 -0.3268 1.0091  0.18
H -0.2711 -1.8189 1.1184  0.35
H 1.7823 -1.6554 -0.3940  0.19
H 1.0489 -0.1900 -0.8480  0.21
H 1.8454 -1.0578 1.9635  0.19
H 2.8295 -0.0443 0.9791  0.20
H 0.0339 0.6686 2.1076  0.19
H 1.5141 1.3647 2.6636  0.19
H 1.8739 2.3008 0.4679  0.35
H 0.2653 2.0351 0.1486  0.37
H -3.2825 -1.5850 -0.4701  0.21
H -2.8069 -0.1795 -1.4896  0.20
H -2.0145 -1.7361 -1.6421  0.21
H -0.7596 0.3737 -2.5510  0.48
H 0.1084 1.3831 -3.3617  0.48
O -0.2133 1.1641 -2.4861  -0.95

Summary:
LUMO, eV: 0.72
Structure (SMILES): CCNCCCN.O
HOMO level, eV: -8.5732
2S+1: 1



Relative calculated energies, zero for the most stable structure, unit hartree: version i 0.0051; version ii 0.0000.



Version i
Here is a 2-piece molecular cluster, C5H16N2O overall from OMol25. Energies are from ωB97M-V with the def2-TZVPD basis set.

Last column: natural (NBO) charge in e.
Geometry (Å):
C 1.1731 2.4518 -0.7210  -0.64
C 0.6523 1.1651 -1.3708  -0.22
N -0.5943 0.6882 -0.6073  -0.68
C -0.1427 0.3208 0.7613  -0.22
C -1.0339 -1.0300 1.2147  -0.23
N -0.3335 -1.5537 2.3576  -0.63
C 0.6215 -2.5543 1.8601  -0.42
H 1.5034 3.1802 -1.4701  0.21
H 0.4269 2.8119 -0.0389  0.21
H 2.1468 2.1293 -0.1510  0.20
H 0.4928 1.3351 -2.4923  0.21
H 1.3510 0.3186 -1.3657  0.19
H -1.3909 1.2114 -0.6269  0.37
H 0.9716 -0.0359 0.9979  0.19
H -0.2352 1.0836 1.4294  0.17
H -0.7648 -1.6541 0.3936  0.17
H -2.1184 -0.7020 1.4073  0.20
H -1.1688 -2.0624 2.9921  0.35
H 1.3863 -2.1142 1.2571  0.19
H 0.0478 -3.2767 1.2923  0.17
H 1.0774 -2.9936 2.8460  0.20
H -1.3141 -0.0815 -2.7336  0.48
H -1.2391 0.6809 -4.0310  0.46
O -1.5151 0.6815 -3.2009  -0.94

Summary:
LUMO, eV: 0.99
Structure (SMILES): CCNCCNC.O
HOMO level, eV: -8.3369
2S+1: 1



Version ii
Here is a 2-piece molecular cluster, C5H16N2O overall from OMol25. Energies are from ωB97M-V with the def2-TZVPD basis set.

Last column: natural (NBO) charge in e.
Geometry (Å):
N -0.4951 -2.1314 -0.9013  -0.83
C -0.7574 -0.8658 -0.1948  -0.09
C -0.9293 -1.3222 1.2305  -0.66
C 0.3845 0.1054 -0.3456  -0.21
N 0.0526 1.5235 -0.1752  -0.44
C -0.8945 2.0986 -1.1279  -0.44
C 1.2777 2.3872 -0.2893  -0.41
H -1.1595 -2.8095 -0.5905  0.36
H -0.4976 -2.0256 -1.8919  0.36
H -1.6470 -0.2412 -0.4940  0.18
H -2.0149 -1.3788 1.5505  0.22
H -0.6315 -2.3482 1.4541  0.22
H -0.7119 -0.6071 2.0433  0.23
H 1.1960 -0.1243 0.4137  0.20
H 0.8110 -0.0591 -1.3933  0.16
H -1.8670 1.6677 -0.9195  0.20
H -0.7217 2.0854 -2.2298  0.17
H -1.0917 3.1398 -0.8502  0.21
H 2.1013 1.8147 0.1960  0.20
H 1.3764 2.6211 -1.3485  0.18
H 1.2069 3.3683 0.2028  0.20
H 1.9912 -1.8833 2.4961  0.47
H 1.1705 -2.3961 1.2728  0.48
O 1.8508 -2.6192 1.8919  -0.95

Summary:
LUMO, eV: 0.90
Structure (SMILES): C[C@H](N)CN(C)C.O
HOMO level, eV: -8.7467
2S+1: 1



Version iii
Here is a 2-piece molecular cluster, C5H16N2O overall from OMol25. Energies are from ωB97M-V with the def2-TZVPD basis set.

Last column: natural (NBO) charge in e.
Geometry (Å):
C -0.6012 -1.0833 0.2010  0.28
C -0.7374 0.4823 0.6851  -0.44
C -0.6592 -1.2184 -1.3185  -0.63
C -1.7153 1.3338 -0.1159  -0.62
N -1.6729 -1.8752 0.7516  -0.83
N 0.6421 -1.6423 0.6596  -0.85
H -2.5756 -1.4755 0.5295  0.35
H -1.5878 -1.9721 1.7567  0.36
H 1.4217 -1.2224 0.1606  0.39
H 0.7710 -1.5101 1.6560  0.35
H 0.2228 0.9922 0.7720  0.18
H -1.0876 0.4248 1.7227  0.20
H -0.5686 -2.2760 -1.5512  0.24
H 0.1610 -0.6895 -1.7931  0.20
H -1.6063 -0.8547 -1.7047  0.20
H -1.8552 2.3038 0.3598  0.21
H -1.3606 1.4908 -1.1337  0.20
H -2.6920 0.8546 -0.1753  0.20
C 2.8855 1.4367 -0.0763  -0.25
O 2.0916 0.5786 -0.8588  -0.73
H 1.1837 0.9521 -0.9179  0.47
H 2.5202 1.5055 0.9547  0.16
H 2.9280 2.4463 -0.5009  0.17
H 3.8923 1.0180 -0.0631  0.19

Summary:
LUMO, eV: 0.81
Structure (SMILES): CCC(C)(N)N.CO
HOMO level, eV: -8.6980
2S+1: 1



Relative calculated energies, zero for the most stable structure, unit hartree: version i 0.1062; version ii 0.0359; version iii 0.0000.